{
  "formula": "C7H9B3N2O9",
  "method": "ωB97M-V/def2-TZVPD",
  "homo_energy_ev": -9.802,
  "lumo_ev": -1.5,
  "smiles": "NB(O)C1=C(CON=O)C(=O)C(B(O)O)=C(B(O)O)C1=O",
  "orbital_gap_ev": 8.32,
  "species": ["N", "B", "O", "C", "C", "C", "O", "N", "O", "C", "O", "C", "B", "O", "O", "C", "B", "O", "O", "C", "O", "H", "H", "H", "H", "H", "H", "H", "H", "H"],
  "positions_angstrom": [[3.60134, -1.47951, -0.13426], [2.54178, -1.03962, 0.68480], [2.62115, -1.06394, 2.06566], [1.20564, -0.51361, -0.00894], [0.21790, -1.31172, -0.42826], [0.27391, -2.80936, -0.27419], [0.53858, -3.16660, 1.09778], [-0.50901, -2.69587, 1.90650], [-0.20432, -2.73849, 3.02900], [-0.98945, -0.72844, -1.07504], [-1.70251, -1.39767, -1.79852], [-1.29636, 0.70835, -0.81499], [-2.77032, 1.24002, -1.05206], [-3.85850, 0.52183, -0.66512], [-2.93439, 2.48055, -1.60812], [-0.31849, 1.52771, -0.39473], [-0.53370, 3.07411, -0.11361], [0.01235, 4.01576, -0.92107], [-1.26213, 3.46331, 0.98429], [1.05306, 0.96031, -0.18461], [2.03025, 1.68175, -0.15254], [4.45853, -1.69591, 0.35816], [3.79994, -0.95357, -0.97324], [2.21314, -1.82241, 2.49279], [-0.64896, -3.26967, -0.61926], [1.10764, -3.23586, -0.82623], [-3.66117, -0.38931, -0.43632], [-3.52675, 3.06992, -1.13560], [0.19247, 4.84157, -0.46293], [-1.65165, 2.72636, 1.46069]],
  "atomic_forces_ev_per_a": [[0.38, 0.64, 0.46], [-0.17, -0.02, -0.14], [0.22, -0.30, -0.08], [-0.03, 0.06, 0.02], [0.05, 0.00, -0.10], [-0.10, -0.06, -0.14], [0.01, 0.18, 0.04], [0.10, -0.03, -0.24], [-0.03, -0.08, 0.23], [0.07, 0.08, 0.06], [-0.10, -0.06, 0.20], [-0.01, -0.05, -0.27], [-0.10, -0.17, -0.22], [-0.07, 0.15, 0.00], [0.58, 0.20, 0.54], [-0.03, -0.05, -0.18], [-0.15, 0.07, -0.04], [0.43, -0.24, 0.13], [0.03, 0.03, -0.07], [0.07, 0.11, 0.04], [-0.11, -0.10, 0.10], [-0.01, -0.09, -0.07], [-0.21, -0.33, -0.25], [-0.18, 0.09, 0.08], [-0.05, -0.01, 0.04], [0.04, -0.02, -0.01], [0.03, -0.11, 0.06], [-0.44, -0.06, -0.26], [-0.28, 0.20, -0.09], [0.09, -0.02, 0.15]],
  "nbo_charge": [-1.0649, 1.0352, -0.9211, -0.2777, -0.1210, -0.1343, -0.3966, 0.3692, -0.2619, 0.5257, -0.5290, -0.3905, 1.1128, -0.8698, -0.8957, -0.3304, 1.1207, -0.8726, -0.8853, 0.5162, -0.4936, 0.3952, 0.4015, 0.5122, 0.2212, 0.2303, 0.5022, 0.5077, 0.5001, 0.4941]
}

***

{
  "formula": "C5H5NO",
  "method": "ωB97M-V/def2-TZVPD",
  "homo_energy_ev": -9.086,
  "lumo_ev": 0.1,
  "relative_energy_ev": 4.2881,
  "orbital_gap_ev": 9.22,
  "species": ["N", "C", "C", "O", "C", "C", "C", "H", "H", "H", "H", "H"],
  "positions_angstrom": [[1.58314, 2.13592, -1.35830], [1.24826, 1.07614, -1.03754], [0.81125, -0.25583, -0.58288], [1.21038, -0.55673, 0.77971], [0.10780, -0.68610, 1.55403], [-0.91668, 0.27354, 0.94351], [-0.68920, -0.48238, -0.35156], [1.25224, -1.02504, -1.22640], [-0.68041, -1.51996, 0.09047], [-1.93090, 0.15318, 1.33633], [-0.58744, 1.32225, 1.01465], [-1.40844, -0.43497, -1.16203]],
  "atomic_forces_ev_per_a": [[-0.33, -1.12, 0.28], [0.02, 0.90, -0.09], [-0.46, -0.20, -0.16], [-0.11, -0.48, 0.47], [0.95, 1.49, 1.29], [0.14, -0.56, 0.23], [-0.29, -0.12, -0.46], [0.08, 0.22, 0.21], [-0.43, -0.03, -1.37], [0.37, -0.04, 0.05], [-0.06, -0.34, -0.32], [0.12, 0.29, -0.12]],
  "nbo_charge": [-0.2728, 0.2420, -0.0282, -0.4895, 0.3360, -0.5599, -0.4054, 0.2407, 0.2202, 0.2336, 0.2387, 0.2445]
}

***

{
  "formula": "C5H10O",
  "method": "ωB97M-V/def2-TZVPD",
  "homo_energy_ev": -9.562,
  "lumo_ev": 0.9,
  "smiles": "CCC(=O)CC",
  "relative_energy_ev": 0.0359,
  "orbital_gap_ev": 10.50,
  "species": ["C", "C", "C", "O", "C", "C", "H", "H", "H", "H", "H", "H", "H", "H", "H", "H"],
  "positions_angstrom": [[2.53067, 0.15762, 0.18329], [1.24344, 0.12169, -0.63276], [0.02176, -0.31450, 0.16073], [0.12700, -0.94401, 1.19233], [-1.34177, 0.02606, -0.42736], [-2.46247, -0.03818, 0.60280], [3.37002, 0.46561, -0.44838], [2.45333, 0.86548, 1.01496], [2.75346, -0.82478, 0.60640], [1.34289, -0.59569, -1.46036], [1.04438, 1.09241, -1.10264], [-1.52433, -0.69400, -1.23924], [-1.29692, 1.01012, -0.91010], [-2.34639, 0.75286, 1.35099], [-3.44044, 0.08273, 0.12690], [-2.44091, -0.99458, 1.13050]],
  "atomic_forces_ev_per_a": [[0.05, -0.02, 0.03], [0.01, 0.02, -0.03], [0.03, -0.15, 0.18], [-0.02, 0.31, -0.33], [0.00, 0.01, -0.01], [-0.05, -0.02, 0.05], [-0.11, -0.06, 0.10], [-0.02, -0.11, -0.13], [-0.04, 0.13, -0.05], [-0.05, 0.10, 0.05], [-0.01, -0.13, 0.08], [0.07, 0.09, 0.10], [0.03, -0.14, 0.08], [-0.01, -0.13, -0.10], [0.15, -0.02, 0.06], [-0.03, 0.12, -0.08]],
  "nbo_charge": [-0.6030, -0.5071, 0.6039, -0.5505, -0.5079, -0.6049, 0.2085, 0.2110, 0.2228, 0.2287, 0.2130, 0.2284, 0.2132, 0.2092, 0.2086, 0.2263]
}

***

{
  "formula": "C3H9NO2",
  "method": "ωB97M-V/def2-TZVPD",
  "homo_energy_ev": -9.153,
  "lumo_ev": 0.9,
  "smiles": "C=CC.NOO",
  "relative_energy_ev": 6.5045,
  "orbital_gap_ev": 10.05,
  "species": ["C", "C", "C", "H", "H", "H", "H", "H", "H", "N", "O", "O", "H", "H", "H"],
  "positions_angstrom": [[1.39329, 0.05464, -1.06704], [0.81207, 0.59945, 0.01146], [1.31666, 0.41129, 1.40740], [0.98089, 0.19294, -2.05268], [2.15167, -0.71494, -0.96578], [0.10046, 1.40343, -0.13456], [1.88040, 1.29096, 1.72214], [0.47840, 0.29171, 2.09332], [1.96073, -0.46295, 1.48166], [-1.26624, -1.04785, 0.18600], [-1.92728, -0.52063, -1.17169], [-2.21475, 0.85434, -1.09668], [-0.50306, -1.63706, -0.14343], [-2.07196, -1.62530, 0.41703], [-3.09129, 0.90998, -0.68716]],
  "atomic_forces_ev_per_a": [[-0.80, -0.34, 0.77], [1.60, 0.64, -0.82], [-0.28, -0.08, -0.07], [0.09, 0.30, -0.21], [0.12, 0.08, 0.05], [-0.34, -0.29, 0.01], [0.02, 0.01, 0.05], [0.01, -0.03, 0.09], [0.08, -0.03, 0.03], [-2.23, 1.28, -1.89], [1.06, -0.94, 1.72], [0.50, -0.07, 0.30], [-0.18, 0.14, -0.34], [0.32, -0.35, 0.29], [0.03, -0.30, 0.02]],
  "nbo_charge": [-0.4526, -0.1379, -0.6547, 0.2022, 0.1799, 0.2079, 0.2193, 0.2183, 0.2036, -0.5239, -0.1946, -0.4257, 0.3613, 0.3434, 0.4533]
}

***

{
  "formula": "C17H17Cl2NOZn",
  "method": "ωB97M-V/def2-TZVPD",
  "homo_energy_ev": [-6.565, -6.570],
  "lumo_ev": [-0.7, -0.7],
  "relative_energy_ev": 2.9693,
  "orbital_gap_ev": [5.85, 5.86],
  "species": ["C", "C", "C", "H", "C", "H", "H", "H", "C", "H", "H", "C", "H", "H", "C", "H", "H", "C", "H", "H", "Zn", "H", "Cl", "C", "C", "C", "Cl", "C", "C", "C", "C", "N", "C", "C", "O", "H", "H", "H", "H"],
  "positions_angstrom": [[-0.64300, 2.36767, -1.49137], [-2.59423, -0.39029, -2.34946], [-0.14590, 2.22682, -2.86389], [-0.68989, 3.46643, -1.32812], [-1.45656, -1.00174, -2.69147], [-3.47295, -0.98646, -2.07141], [0.56516, 3.00095, -3.18326], [-1.33510, -2.07421, -2.49714], [-0.29607, 1.10888, -3.78566], [0.58082, 1.20940, -4.46118], [-1.17225, 1.23531, -4.44488], [-2.04524, 1.81236, -1.15767], [-2.67813, 2.65412, -0.83737], [-1.96098, 1.15910, -0.27804], [-2.80219, 1.09294, -2.29485], [-2.55828, 1.57591, -3.24474], [-3.87712, 1.25770, -2.12651], [-0.23115, -0.37608, -3.27166], [0.03406, -0.97856, -4.15875], [0.63315, -0.47653, -2.59072], [0.48441, 1.59521, 1.11853], [0.14308, 2.02921, -0.50485], [4.69990, 1.30410, 3.56914], [3.47480, 0.13471, 3.51744], [3.65415, -1.15596, 4.01534], [2.66192, -2.12808, 3.91805], [2.93301, -3.69275, 4.56177], [1.41981, -1.86252, 3.24894], [0.39499, -2.79577, 2.97569], [-0.69401, -2.41821, 2.21170], [-0.77099, -1.11915, 1.67984], [0.20923, -0.22028, 1.91228], [1.24807, -0.54881, 2.73141], [2.25437, 0.47538, 2.87718], [2.06368, 1.64556, 2.36484], [4.60072, -1.40735, 4.48759], [0.48753, -3.80678, 3.36646], [-1.49867, -3.11809, 1.99565], [-1.62015, -0.79417, 1.08114]],
  "atomic_forces_ev_per_a": [[-1.43, 1.89, -5.19], [0.20, -0.48, -0.13], [-0.47, 1.08, 3.89], [0.71, -0.81, 0.53], [-0.21, -0.06, 0.58], [0.54, 0.02, 0.17], [-0.36, -0.25, 0.21], [-0.36, 0.22, -0.34], [1.00, -1.45, -1.16], [-0.52, -0.28, 0.08], [0.19, -0.16, 0.12], [0.19, -0.21, 0.25], [0.33, -0.11, -0.08], [-0.16, -0.08, -0.06], [-0.55, 0.34, 0.02], [-0.26, -0.04, 0.28], [0.28, 0.05, -0.08], [0.40, 0.78, -0.42], [-0.05, 0.12, 0.29], [-0.29, 0.02, -0.11], [0.83, 0.34, -0.16], [0.55, -0.26, 1.23], [0.55, 0.35, 0.16], [-1.97, -0.47, -0.67], [-0.45, -0.81, 0.17], [-0.22, 1.07, -0.42], [0.15, -0.55, 0.25], [0.69, 0.36, 0.09], [-0.12, 0.19, -0.09], [0.01, -0.05, 0.10], [1.27, 0.61, 0.56], [-1.44, -1.50, 0.56], [0.47, -0.37, -0.38], [0.92, 0.10, 0.32], [-0.65, 0.15, -0.44], [-0.19, -0.01, -0.05], [-0.08, 0.19, -0.12], [0.21, 0.12, 0.08], [0.30, -0.06, -0.02]],
  "nbo_charge": [-0.3871, -0.2009, -0.1958, 0.2289, -0.1822, 0.2018, 0.1940, 0.2004, -0.4645, 0.2174, 0.2118, -0.4033, 0.2138, 0.1784, -0.4574, 0.2269, 0.2119, -0.4381, 0.2193, 0.2141, 1.2436, -0.1689, 0.0529, -0.1513, -0.1906, -0.1182, 0.0106, -0.0210, -0.1295, -0.2712, 0.0730, -0.6221, 0.0810, 0.3428, -0.8489, 0.2404, 0.2389, 0.2319, 0.2173]
}

***

{
  "formula": "C17H13Br2F12N2OSb2W",
  "method": "ωB97M-V/def2-TZVPD",
  "homo_energy_ev": [-11.128, -11.129],
  "lumo_ev": [-7.9, -7.9],
  "charge": 1,
  "relative_energy_ev": 6.0542,
  "orbital_gap_ev": [3.21, 3.22],
  "species": ["W", "Br", "C", "C", "C", "Br", "C", "C", "C", "C", "N", "C", "C", "O", "H", "H", "H", "H", "F", "Sb", "F", "F", "F", "F", "F", "C", "C", "C", "C", "C", "C", "C", "C", "N", "H", "H", "H", "H", "H", "H", "H", "H", "H", "F", "Sb", "F", "F", "F", "F", "F"],
  "positions_angstrom": [[-0.22249, -0.96515, 1.24923], [3.64891, -0.98635, 0.42983], [2.80741, -1.72005, -1.05117], [3.37651, -2.66075, -1.89297], [2.71851, -3.03205, -3.05467], [3.56731, -4.24125, -4.21457], [1.45891, -2.46285, -3.41647], [0.77851, -2.71065, -4.62037], [-0.43049, -2.10075, -4.86857], [-0.96059, -1.23305, -3.90197], [-0.31079, -0.97215, -2.80847], [0.84901, -1.53735, -2.52567], [1.50751, -1.16505, -1.28557], [0.99011, -0.37335, -0.44697], [4.34131, -3.08745, -1.65737], [1.21351, -3.37075, -5.35937], [-0.96559, -2.26955, -5.78897], [-1.91549, -0.74355, -4.02637], [1.23701, -2.14685, 1.37413], [1.13491, -1.84935, 4.07253], [-0.79779, -0.09585, 2.88663], [1.32861, 0.09445, 2.02723], [1.96461, -2.29555, 5.77363], [2.99351, -1.60705, 3.46823], [1.33711, -3.74645, 3.64453], [1.68741, 3.06475, 1.65803], [0.31781, 3.52605, 1.43183], [-0.02989, 4.84975, 1.34283], [-1.36489, 5.25155, 1.25113], [-2.40769, 4.32735, 1.22893], [-2.16599, 2.97585, 1.29193], [-3.20889, 1.96305, 1.36653], [-0.75139, 2.50425, 1.26663], [-0.49299, 1.31625, 0.97633], [2.41061, 3.81855, 1.36053], [1.87021, 2.10845, 1.16523], [1.83851, 2.85455, 2.72413], [0.74541, 5.60295, 1.38653], [-1.59529, 6.30715, 1.25723], [-3.43149, 4.67745, 1.19373], [-4.20889, 2.38545, 1.37063], [-3.06129, 1.34145, 2.25603], [-3.11389, 1.24465, 0.54183], [-1.42169, -0.51185, -0.41297], [-2.80839, -2.56065, 0.10123], [-0.96399, -2.47685, 2.20973], [-0.43579, -2.60635, -0.15797], [-4.09699, -1.17885, -0.50087], [-2.43309, -2.64125, -1.86637], [-2.52729, -0.86495, 1.55053]],
  "atomic_forces_ev_per_a": [[-3.06, 4.77, -0.37], [0.21, -0.74, -0.87], [2.67, -0.37, 1.02], [0.22, 0.36, 1.15], [-0.02, -0.48, -0.99], [-0.33, 0.58, 0.68], [-0.66, 0.38, 0.10], [0.37, -0.20, 0.10], [-0.38, 0.42, 0.21], [-0.13, -0.94, -1.30], [1.07, 0.97, 1.79], [-0.72, -0.35, -1.52], [-2.38, 2.20, 1.03], [1.16, -2.00, -1.85], [0.01, 0.07, 0.02], [-0.04, -0.06, 0.06], [0.01, -0.07, -0.11], [-0.11, -0.03, -0.06], [-0.31, 0.33, 0.23], [3.64, -2.66, 1.90], [0.53, -1.25, -0.86], [-1.18, -1.64, -0.60], [-0.87, 0.58, -0.59], [-1.07, 0.25, 0.01], [-0.55, 1.17, 0.04], [0.58, -0.18, 0.08], [-0.67, 0.12, -0.61], [0.55, 0.05, 0.25], [-0.04, -0.64, 0.08], [-0.45, 0.12, -0.01], [0.75, 0.26, 0.23], [-0.51, -0.62, -0.24], [-0.59, 0.90, -0.12], [0.72, -2.30, 0.34], [0.10, 0.03, 0.00], [-0.07, 0.16, -0.07], [-0.09, 0.07, -0.03], [0.01, 0.05, 0.07], [-0.02, 0.10, -0.13], [0.00, 0.04, 0.02], [-0.04, 0.08, 0.00], [0.01, 0.12, -0.03], [-0.07, 0.16, 0.11], [1.09, -1.14, 1.61], [-0.94, 2.79, -2.54], [0.87, 0.99, -0.37], [-0.60, 0.91, 1.06], [0.72, -1.44, 0.65], [-0.25, -0.36, 1.33], [0.88, -1.56, -0.91]],
  "nbo_charge": [2.6373, 0.4447, -0.0157, -0.3324, 0.1669, 0.2873, -0.2074, -0.0806, -0.1909, 0.1424, -0.3014, 0.1780, 0.5504, -0.5114, 0.2811, 0.2470, 0.2506, 0.2357, -0.5107, 2.1421, -0.5007, -0.5545, -0.6999, -0.7172, -0.7016, -0.6807, 0.1848, -0.3020, 0.0260, -0.3077, 0.2092, -0.6943, 0.1347, -0.4387, 0.2304, 0.2642, 0.2639, 0.2306, 0.2333, 0.2339, 0.2298, 0.2747, 0.2918, -0.5428, 2.1517, -0.5219, -0.6437, -0.7015, -0.7293, -0.6357]
}